The following is a DFT calculation (ωB97M-V/def2-TZVPD) of C4H10CaO2 as an isolated structure in a non-equilibrium geometry.

Each line ends with the natural charge from an NBO analysis.
CARTESIAN COORDINATES (ANGSTROEM)
C (1.938, 0.960, 0.251)  -0.7365
O (1.610, -0.017, -0.810)  -0.6463
C (0.985, -1.210, -0.399)  -0.0798
C (-0.349, -0.966, 0.291)  -0.1081
O (-1.050, 0.026, -0.450)  -0.6334
C (-2.400, 0.200, -0.049)  -0.2570
H (2.991, 1.238, 0.094)  0.1714
H (1.849, 0.473, 1.235)  0.1418
H (1.641, -1.772, 0.287)  0.1889
H (0.818, -1.787, -1.318)  0.1826
H (-0.223, -0.618, 1.328)  0.1959
H (-0.930, -1.900, 0.310)  0.1841
H (-2.982, -0.694, -0.316)  0.1886
H (-2.457, 0.385, 1.034)  0.1953
H (-2.804, 1.059, -0.596)  0.1907
H (1.161, 2.892, 0.205)  -0.5793
Ca (0.202, 1.731, -1.097)  1.4012

Multiplicity: 1
Gap between HOMO and LUMO (alpha / beta), hartree: 0.1657 / 0.1657
HOMO energy (alpha / beta), eV: -4.75 / -4.75



The following is a DFT calculation (ωB97M-V/def2-TZVPD) of C4H10Cl2F2N3PmS as an isolated structure.

Each line ends with the Mulliken spin population.
CARTESIAN COORDINATES (ANGSTROEM)
Pm (-0.921, 0.311, -0.882)  4.0693
N (1.697, -0.021, -0.710)  -0.0049
N (2.083, 0.650, 0.510)  -0.0025
C (0.907, 1.370, 1.035)  0.0031
N (1.381, 2.101, 2.209)  -0.0008
S (-0.291, 0.040, 1.619)  -0.0275
H (1.968, -0.993, -0.592)  -0.0003
H (2.220, 0.348, -1.499)  0.0011
H (2.817, 1.325, 0.320)  -0.0001
H (1.310, 3.091, 2.010)  0.0012
H (0.812, 1.906, 3.021)  0.0002
F (-3.267, 0.727, -0.181)  -0.0015
C (-3.265, -0.264, -1.219)  -0.0086
F (-2.687, -1.375, -0.448)  -0.0015
H (-4.306, -0.555, -1.349)  0.0003
C (0.273, 2.241, -0.045)  -0.0327
H (-0.500, 2.854, 0.443)  0.0035
H (1.019, 2.916, -0.478)  0.0011
Cl (1.085, -4.223, -0.241)  0.0001
C (-0.376, -3.362, -0.650)  0.0003
Cl (-0.136, -2.339, -2.125)  0.0004
H (-0.653, -2.692, 0.157)  -0.0001
H (-1.167, -4.056, -0.904)  0.0000

Multiplicity: 5
⟨S²⟩: 6.007
Gap between HOMO and LUMO (alpha / beta), hartree: 0.2727 / 0.2729
HOMO energy (alpha / beta), eV: -7.75 / -7.73



The following is a DFT calculation (ωB97M-V/def2-TZVPD) of a 2-piece molecular cluster, C4H10Cl2N overall in a non-equilibrium geometry.

Each line ends with the natural charge from an NBO analysis.
CARTESIAN COORDINATES (ANGSTROEM)
C (-1.227, -0.954, -0.431)  -0.4369
C (-0.434, 0.913, 0.819)  -0.4305
C (0.994, -0.179, -0.777)  -0.4289
C (0.447, -1.204, 1.297)  -0.0141
N (-0.066, -0.357, 0.215)  -0.3251
Cl (-0.589, -1.488, 2.609)  0.1492
Cl (1.181, -2.659, 0.691)  0.0949
H (-2.119, -1.077, 0.153)  0.2558
H (-1.444, -0.208, -1.185)  0.2359
H (-1.004, -1.992, -0.851)  0.2574
H (-0.996, 1.740, 0.228)  0.2723
H (-0.889, 0.627, 1.677)  0.2276
H (0.466, 1.382, 1.193)  0.2447
H (1.169, -1.149, -1.227)  0.2456
H (0.585, 0.555, -1.554)  0.2535
H (1.971, 0.040, -0.191)  0.2620
H (2.306, -0.282, 1.970)  0.1367

Net charge: +1
Multiplicity: 1
Gap between HOMO and LUMO (alpha / beta), hartree: 0.3373 / 0.3307
HOMO energy (alpha / beta), eV: -14.74 / -13.97



The following is a DFT calculation (ωB97M-V/def2-TZVPD) of a 2-piece molecular cluster, C4H10Cl2S2Si overall in a non-equilibrium geometry.

Each line ends with the natural charge from an NBO analysis.
CARTESIAN COORDINATES (ANGSTROEM)
C (1.789, -0.799, 1.012)  -0.6414
C (0.795, -0.582, -1.419)  -0.6627
C (-0.464, 1.365, 1.160)  -0.7002
C (1.711, -0.046, -0.346)  -0.2954
Si (-2.819, 1.143, -0.921)  0.7246
S (1.014, 1.636, 0.142)  0.1511
S (-2.033, 2.193, 0.734)  -0.2077
Cl (-2.131, -2.598, -0.493)  -0.2494
Cl (-4.536, 2.184, -0.984)  -0.4147
H (2.713, -1.560, 0.909)  0.2148
H (2.026, -0.153, 1.892)  0.2292
H (0.904, -1.356, 1.377)  0.2187
H (-0.019, -1.201, -0.909)  0.2171
H (1.245, -1.442, -2.035)  0.2272
H (0.292, 0.286, -1.999)  0.2403
H (-0.223, 1.858, 2.068)  0.2404
H (-0.657, 0.229, 1.113)  0.2452
H (2.700, 0.249, -0.633)  0.2294
H (-2.308, -1.407, -0.670)  0.2335

Multiplicity: 1
Gap between HOMO and LUMO, hartree: 0.2908
HOMO energy, eV: -8.70



The following is a DFT calculation (ωB97M-V/def2-TZVPD) of C4H10ClN as an isolated structure in a non-equilibrium geometry.

Each line ends with the natural charge from an NBO analysis.
CARTESIAN COORDINATES (ANGSTROEM)
C (-2.398, -0.393, -0.508)  -0.4142
C (-0.985, 1.459, 0.067)  -0.4128
C (-0.239, -0.805, 0.787)  -0.2399
C (0.793, -0.961, -0.254)  -0.3614
H (-2.871, -1.419, -0.213)  0.2128
H (-1.926, -0.544, -1.564)  0.1605
H (-3.349, 0.563, -0.733)  0.2007
H (-0.240, 1.823, 1.009)  0.1979
H (-0.360, 1.499, -0.876)  0.1793
H (-1.878, 2.037, 0.032)  0.2037
H (-0.759, -1.943, 0.729)  0.2122
H (0.200, -0.478, 1.941)  0.2426
H (0.455, -1.042, -1.372)  0.2220
H (1.217, -1.804, -0.273)  0.1928
N (-1.402, 0.102, 0.452)  -0.4892
Cl (2.135, 0.282, -0.141)  -0.1072

Multiplicity: 1
Gap between HOMO and LUMO, hartree: 0.3491
HOMO energy, eV: -8.66



The following is a DFT calculation (ωB97M-V/def2-TZVPD) of a 2-piece molecular cluster, C4H10ClN2 overall.

Each line ends with the natural charge from an NBO analysis.
CARTESIAN COORDINATES (ANGSTROEM)
C (-1.918, 1.732, -0.711)  0.3959
C (1.369, -2.739, 0.873)  -0.6465
C (1.416, -1.396, 0.245)  -0.1472
C (1.057, -0.270, 0.836)  -0.2544
N (-1.289, 2.816, -0.367)  -0.7048
N (-1.362, 0.699, -1.272)  -0.7070
Cl (1.372, 1.251, 0.049)  -0.0599
H (0.962, -2.708, 1.878)  0.2249
H (0.793, -3.430, 0.258)  0.2342
H (2.386, -3.129, 0.916)  0.2454
H (-2.990, 1.689, -0.517)  0.2307
H (1.799, -1.363, -0.765)  0.2139
H (0.697, -0.160, 1.843)  0.2298
H (-1.763, 3.578, 0.097)  0.4410
H (-0.274, 2.859, -0.461)  0.4326
H (-1.901, -0.126, -1.488)  0.4396
H (-0.356, 0.696, -1.414)  0.4318

Net charge: +1
Multiplicity: 1
Gap between HOMO and LUMO, hartree: 0.3621
HOMO energy, eV: -13.13